C3H9N3 in the gas phase. Source: the Open Molecules 2025 dataset; level of theory: ωB97M-V/def2-TZVPD.

Output
- HOMO energy (hartree) = -0.303
- DFT total energy (hartree) = -283.9369
- HOMO-LUMO gap (eV) = 9.16
- structure (SMILES) = [H]/N=C(/N)NCC
- E_LUMO (eV) = 0.92
- max |F| (hartree/bohr) = 0.0369

Each atom is followed by the atoms it is bonded to, with distances in Å.
CARTESIAN COORDINATES (ANGSTROEM)
1 H -2.00019 -1.26795 -1.36387  N2 1.017
2 N -1.74532 -0.29321 -1.22399  H1 1.017, C3 1.292
3 C -1.20542 -0.16408 -0.05682  N2 1.292, N4 1.353, N5 1.418
4 N -1.65268 0.75197 0.83232  C3 1.353, H8 1.007, H9 1.002
5 N -0.16145 -0.97425 0.45624  C3 1.418, C6 1.500, H10 1.014
6 C 1.18505 -0.31439 0.49040  N5 1.500, C7 1.535, H11 1.082, H12 1.093
7 C 1.47289 0.58847 -0.71716  C6 1.535, H13 1.093, H14 1.084, H15 1.084
8 H -1.13537 0.85896 1.68963  N4 1.007
9 H -2.62015 1.00101 0.91296  N4 1.002
10 H -0.03482 -1.73575 -0.20085  N5 1.014
11 H 1.90255 -1.11849 0.58960  C6 1.082
12 H 1.26560 0.19190 1.45607  C6 1.093
13 H 2.20560 1.34967 -0.43856  C7 1.093
14 H 0.58769 1.16700 -0.95730  C7 1.084
15 H 1.93602 -0.04087 -1.46867  C7 1.084